{"formula": "C4H6N", "method": "wB97M-V/def2-TZVPD", "species": ["C", "C", "C", "C", "N", "H", "H", "H", "H", "H", "H"], "xyz": [[-2.5896, 0.1013, -0.1341], [-1.4456, -0.0172, 0.2441], [1.0072, 0.7113, -0.2655], [1.0981, -0.7534, -0.1137], [0.1929, 0.0006, 0.7158], [-3.4613, 0.1902, -0.7904], [1.6387, 1.4280, 0.1995], [0.3794, 1.2057, -0.9724], [0.9922, -1.3727, -1.1088], [1.9406, -1.2317, 0.4988], [0.2472, -0.2623, 1.7268]], "lowdin_charge": [0.1340, 0.0428, -0.0284, -0.0708, 0.0099, 0.0776, 0.1296, 0.1330, 0.1916, 0.1660, 0.2147], "total_energy_ev": -5722.4028, "smiles": "C#C[NH+]1CC1", "molar_mass_g_mol": 68.10, "spin_multiplicity": 1, "charge": 1, "de_lowest_kj_mol": 424.32}